Density functional theory data (wB97M-V/def2-TZVPD) for a cluster of 2 separate species, C30H34N3O2 in total.

Summary:
ΔE to the lowest compared entry with this formula, charge and spin   1.3 kcal per mole
Gap between HOMO and LUMO   7.167 eV
Charge   +1
E_HOMO   -11.58 eV
LUMO energy   -4.41 eV
Energy   -1478.084800 Ha
2S+1   1

CARTESIAN COORDINATES (ANGSTROEM)
C  3.70557  3.13630  1.83560
N  3.08636  2.19164  0.94446
C  3.77212  1.53036  -0.02982
O  4.95537  1.67603  -0.33259
C  2.79717  0.56099  -0.70195
C  3.18270  -0.90888  -0.54966
C  3.30044  -1.29235  0.90453
C  4.49677  -1.01392  1.57562
C  4.63239  -1.30700  2.93222
C  3.56827  -1.88625  3.63365
C  2.38544  -2.20327  2.95256
C  2.26626  -1.94842  1.58153
N  1.54571  0.88495  -0.03814
C  0.39129  0.30798  -0.38052
C  -0.80445  0.56820  0.28014
C  -2.01631  0.01701  -0.13194
C  -3.23226  0.13217  0.60953
C  -4.33628  -0.68124  0.24164
C  -5.55948  -0.58159  0.90458
C  -5.70538  0.32694  1.96656
C  -4.61966  1.11533  2.37812
C  -3.38628  1.01294  1.72133
C  1.69193  1.86908  1.05195
C  1.38395  1.33031  2.48639
C  0.92708  2.55095  3.27978
C  0.60523  3.68488  2.28751
C  0.83832  3.16315  0.87475
H  4.74988  3.25342  1.54212
H  3.19001  4.09923  1.77704
H  3.65157  2.78562  2.87169
H  2.73731  0.83150  -1.77400
H  2.44830  -1.52546  -1.07776
H  4.15889  -1.01835  -1.03941
H  5.32517  -0.57321  1.00889
H  5.57420  -1.07084  3.43299
H  3.67010  -2.10714  4.69847
H  1.54509  -2.65260  3.48633
H  1.37182  -2.25533  1.02445
H  0.43890  -0.39590  -1.21608
H  -0.78115  1.23083  1.15225
H  -2.04012  -0.53878  -1.07934
H  -4.18428  -1.40094  -0.57102
H  -6.39121  -1.22564  0.59937
H  -6.67006  0.41991  2.47848
H  -4.71939  1.80025  3.22020
H  -2.53653  1.60478  2.06727
H  0.60682  0.55936  2.43298
H  2.29117  0.85676  2.88859
H  0.03881  2.30861  3.87467
H  1.71388  2.86074  3.97827
H  -0.43496  4.00829  2.41115
H  1.24272  4.55619  2.47872
H  1.38756  3.85945  0.22609
H  -0.10617  2.91279  0.38324
C  -2.90460  -4.75018  -6.01760
O  -3.26460  -3.35073  -6.10624
C  -2.73233  -2.42024  -5.26642
C  -3.23935  -1.10221  -5.37482
C  -2.91518  -0.18392  -4.37674
N  -2.21941  -0.53652  -3.26770
C  -1.51423  -1.67527  -3.34400
C  -1.77402  -2.69371  -4.26919
H  -3.52646  -5.20457  -6.79445
H  -1.84080  -4.91424  -6.24711
H  -3.15209  -5.19015  -5.03971
H  -3.89718  -0.83112  -6.19277
H  -3.20891  0.86426  -4.46739
H  -0.70092  -1.78270  -2.62257
H  -1.26056  -3.64851  -4.16678

Atoms 1-2, force components in eV/Å:
C 0.123 0.278 0.213
N 0.869 -0.428 -0.762